1.
Entry from OMol25: C5H5N3 as an isolated structure (ωB97M-V/def2-TZVPD).

Computed properties:
frontier orbital gap	9.6	eV
lowest unoccupied orbital energy	-0.01961	Ha
highest occupied orbital energy	-10.10	eV

Structure (ORCA input):
```
! wB97M-V def2-TZVPD RIJCOSX def2/J DEFGRID3
* xyz 0 1
C 0.2068 2.2510 -0.7264
C -0.8216 0.4783 -0.7219
C -1.3149 -2.3012 -0.0381
C -0.3785 -1.8125 0.7099
C 0.7579 -0.8078 0.5808
N -0.9500 1.7557 -1.1028
N 1.0225 1.3330 -0.2067
N 0.3450 0.2228 -0.2321
H 0.6532 3.3204 -0.7094
H -1.7636 -0.2591 -0.9721
H -0.6589 -2.3992 1.6174
H 1.2039 -0.3656 1.5011
H 1.6982 -1.4158 0.3003
*
```

Results of the Löwdin charge analysis, in e, for atoms 1 through 8:
1. C -0.24
2. C -0.19
3. C 0.16
4. C -0.25
5. C -0.16
6. N 0.08
7. N 0.07
8. N -0.19

***

2.
Entry from OMol25: one molecule with the formula C6H12 (ωB97M-V/def2-TZVPD).

Computed properties:
structure (SMILES)	C[C@@H]1CC[C@@H]1C
frontier orbital gap	11.2	eV
lowest unoccupied orbital energy	0.04319	Ha
highest occupied orbital energy	-10.04	eV

Structure (ORCA input):
```
! wB97M-V def2-TZVPD RIJCOSX def2/J DEFGRID3
* xyz 0 1
C 1.4003 1.3290 -0.1474
C 0.8701 -0.0117 0.2665
C 0.5774 -1.0404 -0.8326
C -0.5608 -1.5648 0.1481
C -0.5513 -0.1672 0.8227
C -1.5804 0.7347 0.1232
H 0.7748 1.7487 -0.9420
H 1.4115 2.0181 0.7016
H 2.4182 1.2160 -0.5330
H 1.5288 -0.4834 1.0126
H 0.1541 -0.6742 -1.7593
H 1.4648 -1.6599 -1.0831
H 0.1010 -2.3654 0.4120
H -1.5523 -1.8890 -0.1929
H -0.6380 -0.0194 1.9096
H -1.3896 1.7957 0.3258
H -1.5579 0.6003 -0.9659
H -2.6027 0.5161 0.4552
*
```

Results of the Löwdin charge analysis, in e, for atoms 1 through 8:
1. C -0.07
2. C -0.39
3. C -0.15
4. C -0.13
5. C -0.32
6. C -0.08
7. H 0.08
8. H 0.08

***

3.
Entry from OMol25: a 4-piece molecular cluster, C36H65ClF9IN2O13PS overall (ωB97M-V/def2-TZVPD).

Computed properties:
frontier orbital gap	10.0	eV
lowest unoccupied orbital energy	-0.08258	Ha
highest occupied orbital energy	-12.24	eV

Structure (ORCA input):
```
! wB97M-V def2-TZVPD RIJCOSX def2/J DEFGRID3
* xyz 1 1
C 1.1540 3.3641 0.5539
C 1.9562 2.1426 0.0980
N 1.3746 1.2030 -0.8388
N -0.0043 0.7636 -0.7148
C -0.8102 1.7649 -1.5380
C -2.2719 2.0444 -1.1723
C -3.1559 2.2418 -2.4225
C -4.5516 2.7383 -2.0046
S -5.7068 1.4293 -1.7097
O -5.1143 0.5017 -0.7951
O -6.9741 1.9838 -1.3659
Cl -5.8908 0.5601 -3.5270
C -0.4393 0.6578 0.7041
C -1.1365 -0.6519 1.0894
O -2.4556 -0.6069 0.6163
O -0.4582 -1.8222 0.7411
C 0.4959 -1.7017 -0.3363
C 0.7256 -3.0502 -1.0739
C 0.0387 -4.2846 -0.4832
C -0.0988 -5.4186 -1.5171
C -0.5164 -6.6808 -0.7491
C 1.2447 -5.6975 -2.1963
C 1.8672 -1.3737 0.2881
C 2.2151 -2.4106 1.3816
P 3.8041 -3.1945 1.0313
O 4.1117 -3.2643 -0.4035
O 4.8651 -2.3266 1.8584
C 5.8804 -1.6204 1.1199
C 5.3469 -0.3992 0.3794
O 3.8601 -4.6320 1.7091
C 2.9486 -4.9927 2.7643
C 3.0901 -4.1628 4.0432
C -0.0215 -0.6517 -1.3304
C -1.3199 -0.9867 -2.1058
I -0.8692 -0.9499 -4.2463
C -2.0577 -2.3034 -1.8445
C -3.5092 -2.2109 -2.3140
H 0.2227 3.1299 1.0615
H 0.9425 4.0037 -0.2950
H 1.7487 3.9446 1.2565
H 2.3491 1.6379 0.9861
H 2.8547 2.5247 -0.3856
H 1.5777 1.4280 -1.7999
H -0.2803 2.7105 -1.5046
H -0.7507 1.4795 -2.5881
H -2.7397 1.2964 -0.5337
H -2.3203 2.9871 -0.6241
H -3.2405 1.3125 -2.9833
H -2.7121 3.0310 -3.0265
H -4.9855 3.4006 -2.7506
H -4.5183 3.2700 -1.0550
H -1.0932 1.4631 1.0166
H 0.4121 0.7133 1.3742
H -1.1649 -0.6276 2.1831
H -3.0153 -1.1350 1.1894
H 0.3918 -2.9662 -2.1086
H 1.7907 -3.2583 -1.1242
H 0.6129 -4.7169 0.3388
H -0.9535 -4.0731 -0.0923
H -0.8800 -5.1857 -2.2421
H -1.4261 -6.4725 -0.1801
H 0.2450 -6.9276 -0.0087
H -0.6951 -7.5242 -1.4093
H 1.4616 -5.0291 -3.0288
H 2.0600 -5.6169 -1.4746
H 1.2814 -6.7151 -2.5835
H 1.9574 -0.3953 0.7372
H 2.6253 -1.4231 -0.4916
H 1.4263 -3.1388 1.5378
H 2.3310 -1.8982 2.3369
H 6.5769 -1.2678 1.8783
H 6.4368 -2.2874 0.4691
H 4.4669 -0.0485 0.9216
H 6.0852 0.3973 0.3729
H 5.0481 -0.6515 -0.6356
H 3.1895 -6.0270 2.9959
H 1.9211 -5.0125 2.4038
H 2.1120 -3.7670 4.3219
H 3.4234 -4.7663 4.8806
H 3.7450 -3.3055 3.9125
H 0.7645 -0.6138 -2.0803
H -2.0772 -0.2206 -2.0332
H -2.0813 -2.5752 -0.7967
H -1.6079 -3.1302 -2.3882
H -3.5861 -2.0674 -3.3906
H -4.0415 -3.1301 -2.0750
H -4.0183 -1.3976 -1.8018
C 3.6460 9.5448 -1.6580
C 3.0014 8.4624 -0.8223
O 2.3992 7.4429 -1.6564
C 3.2191 6.5296 -2.1392
O 4.3941 6.4341 -1.9612
C 2.4174 5.5158 -2.9759
F 1.5457 6.1080 -3.7834
F 1.7175 4.6940 -2.1552
F 3.2138 4.7559 -3.7067
H 2.9232 9.9701 -2.3542
H 4.0215 10.3377 -1.0132
H 4.4785 9.1503 -2.2391
H 2.1816 8.8657 -0.2329
H 3.7126 8.0009 -0.1389
C -8.0196 2.7775 -5.0143
C -8.7503 4.0441 -4.6278
O -7.9587 5.2091 -4.9380
C -7.9897 5.6159 -6.1988
O -8.6008 5.1254 -7.0968
C -7.1222 6.8798 -6.3500
F -5.9486 6.7354 -5.7234
F -7.7497 7.9287 -5.8159
F -6.8841 7.1337 -7.6247
H -7.0406 2.7582 -4.5461
H -8.5854 1.9034 -4.6952
H -7.8731 2.7217 -6.0931
H -8.9077 4.0829 -3.5522
H -9.7237 4.1147 -5.1104
C 3.4794 -6.2431 10.1763
C 2.9511 -4.8888 10.5934
O 3.6607 -3.8209 9.9276
C 3.2794 -3.5440 8.6968
O 2.4112 -4.0731 8.0684
C 4.1083 -2.3651 8.1539
F 5.4044 -2.5146 8.4140
F 3.7021 -1.2206 8.7107
F 3.9549 -2.2626 6.8384
H 4.5537 -6.3029 10.3509
H 2.9861 -7.0276 10.7483
H 3.3018 -6.4250 9.1170
H 3.1171 -4.7203 11.6545
H 1.8835 -4.7937 10.4012
*
```

Results of the Löwdin charge analysis, in e, for atoms 1 through 8:
1. C -0.07
2. C -0.23
3. N 0.01
4. N -0.11
5. C -0.09
6. C -0.17
7. C -0.20
8. C -0.27

***

4.
Entry from OMol25: one molecule with the formula C7H8 (ωB97M-V/def2-TZVPD).

Computed properties:
frontier orbital gap	10.1	eV
lowest unoccupied orbital energy	0.00342	Ha
highest occupied orbital energy	-9.97	eV

Structure (ORCA input):
```
! wB97M-V def2-TZVPD RIJCOSX def2/J DEFGRID3
* xyz 0 1
C -1.3675 0.7120 0.6163
C 0.1550 0.8001 0.4730
C 0.8456 -0.5380 0.8017
C 0.4857 -1.5992 -0.1400
C 0.1808 -2.4430 -0.9443
C 0.7009 0.6535 -2.0663
C 0.5265 1.2513 -0.9209
H -1.7631 -0.0541 -0.0583
H -1.6435 0.4565 1.6455
H -1.8409 1.6657 0.3629
H 0.5350 1.5429 1.1840
H 1.9328 -0.4027 0.7809
H 0.5712 -0.8377 1.8194
H -0.0726 -3.2049 -1.6477
H 0.6684 2.3225 -1.1308
*
```

Results of the Löwdin charge analysis, in e, for atoms 1 through 8:
1. C -0.07
2. C -0.39
3. C -0.19
4. C -0.16
5. C 0.13
6. C 0.18
7. C -0.26
8. H 0.08

***

5.
Entry from OMol25: CH4N2O2S as an isolated structure (ωB97M-V/def2-TZVPD).

Computed properties:
frontier orbital gap (spin up / spin down)	8.5 / 8.3	eV
lowest unoccupied orbital energy (spin up / spin down)	-0.03505 / -0.04275	Ha
highest occupied orbital energy (spin up / spin down)	-9.50 / -9.44	eV

Structure (ORCA input):
```
! wB97M-V def2-TZVPD RIJCOSX def2/J DEFGRID3
* xyz 0 1
C 0.5564 1.0576 -0.1887
N 1.1270 -0.9660 -0.0613
N -0.0591 -1.1717 0.5600
O -1.8280 0.5576 1.0233
O -1.5104 -0.2038 -1.3048
S -0.9453 0.1630 -0.0531
H 0.7261 1.6632 0.6370
H 1.1126 1.1564 -1.1494
H 0.7928 -1.0330 -1.1013
H 0.0279 -1.2234 1.6384
*
```

Results of the Löwdin charge analysis, in e, for atoms 1 through 8:
1. C -0.07
2. N 0.00
3. N -0.29
4. O -0.30
5. O -0.28
6. S 0.59
7. H 0.03
8. H 0.08

***

Ordered electronic energy results: -357.59593, -235.75891, -4894.42818, -271.32415, -698.49507; unit Eh.